# C38H52Cl3GeN3P2RhSeSi2

A molecular structure, C38H52Cl3GeN3P2RhSeSi2 (the ωB97M-V functional and the def2-TZVPD basis, the OMol25 dataset).

Geometry as XYZ:
```
103
Properties=species:S:1:pos:R:3:forces:R:3
Rh 0.0339 0.8734 -0.4537 -1.0 -0.8 0.1
C -4.4161 0.3616 0.0207 0.1 0.0 -0.1
Si -3.3879 1.6960 0.8047 0.0 0.0 0.1
C -3.3076 3.2213 -0.2359 0.0 0.0 -0.1
C -4.1920 2.2897 2.3958 0.0 -0.1 0.1
N -1.7447 1.0982 1.0789 0.3 -0.4 -0.4
P -1.0315 0.0163 2.0253 0.2 0.4 0.5
C 0.2536 -0.5391 0.9771 -0.1 -0.1 -0.1
P 0.5138 -1.7815 -0.2271 0.5 0.0 -0.3
N 0.0429 -0.8717 -1.4918 0.2 0.1 0.5
Si -0.2477 -1.2430 -3.2202 -0.2 0.1 -0.2
C 1.1121 -0.3675 -4.1415 0.1 0.0 0.0
C -0.1626 -3.0808 -3.5536 0.1 -0.1 0.2
C -1.9539 -0.6703 -3.6504 0.4 -0.3 0.1
C -0.3678 -3.3283 -0.2104 -0.1 0.0 0.1
C -1.7478 -3.2682 -0.4337 0.1 0.0 0.0
C -2.4857 -4.4359 -0.4774 0.0 0.0 0.0
C -1.8494 -5.6604 -0.3015 0.0 0.0 0.0
C -0.4819 -5.7216 -0.0739 0.0 0.0 0.0
C 0.2667 -4.5539 -0.0241 -0.1 0.0 0.1
C 2.2859 -2.1190 -0.1931 0.0 -0.1 0.0
C 3.0583 -1.7205 0.8946 -0.1 0.0 0.0
C 4.4295 -1.9315 0.8966 0.0 0.0 0.0
C 5.0379 -2.5312 -0.1957 0.0 0.0 0.0
C 4.2761 -2.9246 -1.2885 0.0 0.0 0.0
C 2.9060 -2.7229 -1.2876 0.0 0.0 0.0
C -2.0065 -1.3039 2.7586 -0.1 -0.1 -0.1
C -1.5137 -2.6040 2.8236 0.1 0.1 0.1
C -2.2636 -3.6034 3.4256 0.0 0.0 0.0
C -3.5035 -3.3053 3.9693 0.0 0.0 0.0
C -3.9876 -2.0035 3.9334 0.0 0.0 0.0
C -3.2409 -1.0042 3.3340 0.0 0.0 -0.1
C -0.2359 0.8345 3.4278 0.0 0.0 0.0
C -0.9466 1.8090 4.1243 0.0 0.0 -0.1
C -0.3523 2.4801 5.1809 0.0 0.0 0.0
C 0.9554 2.1863 5.5446 0.0 0.0 0.0
C 1.6652 1.2108 4.8595 0.0 0.0 0.0
C 1.0682 0.5352 3.8051 0.0 -0.1 0.0
H -5.3926 0.7610 -0.2598 0.0 0.0 0.0
H -4.5700 -0.4886 0.6892 0.0 0.0 0.0
H -3.9400 0.0097 -0.8983 0.0 0.0 0.0
H -4.3178 3.6176 -0.3569 0.0 0.0 0.0
H -2.9445 3.0180 -1.2357 0.1 0.0 -0.2
H -2.7057 4.0020 0.2338 0.0 0.0 0.0
H -5.1077 2.7997 2.0852 0.0 0.0 0.0
H -3.5766 3.0288 2.9128 0.0 0.0 0.0
H -4.4895 1.5230 3.1109 -0.1 0.2 0.0
H 2.0793 -0.8428 -3.9599 0.0 0.0 0.0
H 1.1831 0.6785 -3.8339 0.0 0.0 0.0
H 0.9214 -0.3867 -5.2167 0.0 0.0 0.0
H 0.7480 -3.5905 -3.2416 0.0 0.0 0.0
H -0.2355 -3.1900 -4.6396 0.0 0.0 0.0
H -1.0100 -3.6090 -3.1143 0.0 0.0 0.0
H -1.9526 0.1913 -4.3185 0.0 -0.2 0.1
H -2.5212 -0.3676 -2.7687 0.0 0.0 -0.1
H -2.5080 -1.4665 -4.1513 0.0 0.0 0.0
H -2.2331 -2.3087 -0.5799 0.0 0.0 0.0
H -3.5524 -4.3968 -0.6518 0.0 0.0 0.0
H -2.4264 -6.5747 -0.3451 0.0 0.0 0.0
H 0.0031 -6.6791 0.0591 0.0 0.0 0.0
H 1.3328 -4.5965 0.1566 0.0 0.0 0.0
H 2.5839 -1.2486 1.7446 0.0 0.0 0.0
H 5.0214 -1.6282 1.7499 0.0 0.0 0.0
H 6.1080 -2.6903 -0.1990 0.0 0.0 0.0
H 4.7502 -3.3895 -2.1423 0.0 0.0 0.0
H 2.3214 -3.0301 -2.1436 0.0 0.0 0.0
H -0.5355 -2.8385 2.4270 0.0 0.0 0.0
H -1.8779 -4.6132 3.4688 0.0 0.0 0.0
H -4.0915 -4.0864 4.4325 0.0 0.0 0.0
H -4.9457 -1.7676 4.3765 0.0 0.0 0.0
H -3.6182 0.0078 3.3110 0.1 -0.2 0.0
H -1.9591 2.0581 3.8315 0.0 0.0 0.0
H -0.9093 3.2347 5.7201 0.0 0.0 0.0
H 1.4198 2.7158 6.3657 0.0 0.0 0.0
H 2.6821 0.9768 5.1450 0.0 0.0 0.0
H 1.6179 -0.2354 3.2800 0.0 0.0 0.0
Cl -3.6422 1.7818 -4.0814 -0.4 0.7 0.1
C -1.5715 3.2322 -4.0192 -0.1 0.0 0.0
Cl -0.8912 2.9241 -5.5619 0.1 -0.1 0.0
Cl -2.2350 4.7850 -3.7285 0.0 0.0 0.0
C -1.0045 2.5836 -2.9390 0.2 0.0 0.0
N -0.5006 2.0449 -2.0424 -0.2 0.3 -0.3
C 3.8416 0.7278 -1.8577 0.0 0.0 0.0
Ge 3.7925 2.6318 -1.4481 -0.1 0.0 0.1
C 2.7599 3.6185 -2.7667 0.0 0.1 0.0
C 5.5837 3.3802 -1.3071 0.0 0.0 0.0
C 3.0475 2.7779 0.3957 0.1 -0.1 0.0
Se 1.1487 2.6590 0.7999 0.4 0.6 0.4
C 0.5632 4.3232 0.0075 0.1 0.0 -0.1
H 4.1906 0.5772 -2.8798 0.0 0.0 0.0
H 2.8512 0.2763 -1.7668 0.0 0.0 0.0
H 4.5215 0.2113 -1.1796 0.0 0.0 0.0
H 3.1732 3.4221 -3.7568 0.0 0.0 0.0
H 2.8167 4.6923 -2.5857 0.0 0.0 0.0
H 1.7187 3.3104 -2.7652 -0.1 0.0 -0.1
H 6.0935 3.2772 -2.2654 0.0 0.0 0.0
H 6.1736 2.8649 -0.5494 0.0 0.0 0.0
H 5.5405 4.4400 -1.0569 0.0 0.0 0.0
H 3.3646 3.7162 0.8542 0.0 0.0 0.0
H 3.4799 1.9693 0.9896 0.1 0.0 0.0
H 0.8349 4.3681 -1.0428 0.0 0.0 0.0
H 1.0347 5.1253 0.5707 0.0 0.0 0.0
H -0.5156 4.3656 0.1191 0.0 0.0 0.0
```
Positions in Å, forces in eV/Å.

Its spin multiplicity is 5. The value obtained for the energy above the lowest of the compared OMol25 structures with the same formula, charge and spin is 22.01 kJ/mol. The HOMO-LUMO gap (spin up / spin down) is 6.04 / 5.11 eV. Its largest force on an atom is 1.3 eV/Å. The total energy comes out at -241485.5773 eV. The LUMO energy (spin up / spin down) comes out at -0.114 / -0.187 hartree. As for the charge: +1. For the HOMO energy (spin up / spin down), the calculation gives -9.14 / -10.20 eV.

Atom charges from the Löwdin analysis, given in e for atoms 1 to 99: atom 1 (Rh): 0.84, atom 2 (C): -0.15, atom 3 (Si): 0.35, atom 4 (C): -0.17, atom 5 (C): -0.17, atom 6 (N): -0.27, atom 7 (P): 0.72, atom 8 (C): -0.42, atom 9 (P): 0.76, atom 10 (N): -0.32, atom 11 (Si): 0.38, atom 12 (C): -0.17, atom 13 (C): -0.16, atom 14 (C): -0.24, atom 15 (C): -0.33, atom 16 (C): -0.09, atom 17 (C): -0.05, atom 18 (C): -0.05, atom 19 (C): -0.05, atom 20 (C): -0.06, atom 21 (C): -0.31, atom 22 (C): -0.08, atom 23 (C): -0.07, atom 24 (C): -0.06, atom 25 (C): -0.06, atom 26 (C): -0.08, atom 27 (C): -0.28, atom 28 (C): -0.08, atom 29 (C): -0.06, atom 30 (C): -0.06, atom 31 (C): -0.05, atom 32 (C): -0.08, atom 33 (C): -0.32, atom 34 (C): -0.07, atom 35 (C): -0.06, atom 36 (C): -0.06, atom 37 (C): -0.07, atom 38 (C): -0.10, atom 39 (H): 0.05, atom 40 (H): 0.02, atom 41 (H): 0.01, atom 42 (H): 0.05, atom 43 (H): -0.02, atom 44 (H): 0.03, atom 45 (H): 0.05, atom 46 (H): 0.03, atom 47 (H): 0.01, atom 48 (H): 0.02, atom 49 (H): 0.01, atom 50 (H): 0.04, atom 51 (H): 0.01, atom 52 (H): 0.05, atom 53 (H): 0.03, atom 54 (H): -0.06, atom 55 (H): -0.01, atom 56 (H): 0.05, atom 57 (H): 0.11, atom 58 (H): 0.12, atom 59 (H): 0.11, atom 60 (H): 0.11, atom 61 (H): 0.11, atom 62 (H): 0.08, atom 63 (H): 0.11, atom 64 (H): 0.11, atom 65 (H): 0.12, atom 66 (H): 0.09, atom 67 (H): 0.09, atom 68 (H): 0.11, atom 69 (H): 0.11, atom 70 (H): 0.12, atom 71 (H): 0.06, atom 72 (H): 0.08, atom 73 (H): 0.11, atom 74 (H): 0.11, atom 75 (H): 0.11, atom 76 (H): 0.08, atom 77 (Cl): 0.03, atom 78 (C): -1.36, atom 79 (Cl): 0.65, atom 80 (Cl): 0.64, atom 81 (C): -0.40, atom 82 (N): 0.05, atom 83 (C): -0.20, atom 84 (Ge): 0.77, atom 85 (C): -0.20, atom 86 (C): -0.21, atom 87 (C): -0.54, atom 88 (Se): 0.97, atom 89 (C): -0.32, atom 90 (H): 0.04, atom 91 (H): -0.01, atom 92 (H): 0.02, atom 93 (H): 0.04, atom 94 (H): 0.03, atom 95 (H): -0.02, atom 96 (H): 0.03, atom 97 (H): 0.02, atom 98 (H): 0.03, atom 99 (H): 0.03


# C4H16N2O5

4 unconnected molecules or ions with the total composition C4H16N2O5 (the ωB97M-V functional and the def2-TZVPD basis, the OMol25 dataset).

Geometry as XYZ:
```
27
Properties=species:S:1:pos:R:3:forces:R:3
N -2.2390 -1.0979 0.1655 0.1 0.5 -0.3
C -2.0929 0.1367 -0.3788 0.0 -0.6 0.1
O -3.0488 0.8386 -0.6481 0.0 0.3 -0.2
C -0.6400 0.5792 -0.5794 -0.5 0.9 0.2
N -0.6152 2.0385 -0.6731 0.9 0.1 0.3
C 0.0977 -0.0960 -1.7245 -0.4 -1.2 0.3
C 1.6018 -0.0235 -1.4819 0.0 0.5 0.4
O 1.9735 -1.0719 -0.5699 0.2 -0.1 -0.1
H -1.4372 -1.6504 0.4445 -0.3 -0.2 -0.1
H -3.1844 -1.4441 0.1717 0.2 -0.2 0.2
H -0.1345 0.2707 0.3442 0.0 0.0 0.0
H -1.5301 2.4577 -0.6319 -0.3 -0.2 -0.2
H -0.1141 2.3605 -1.4894 -0.2 0.0 -0.1
H -0.2794 0.1522 -2.7192 0.3 0.6 0.1
H -0.1616 -1.1575 -1.6411 0.1 -0.1 -0.1
H 2.2122 -0.1106 -2.3665 0.0 -0.3 -0.4
H 1.8861 0.9254 -1.0156 -0.1 0.1 -0.1
H 2.1973 -0.6958 0.2863 0.0 0.1 -0.1
O 1.4378 2.3848 1.5463 -0.2 -0.4 -0.3
H 0.7559 2.5709 0.8772 -0.1 0.2 -0.1
H 1.3378 1.4240 1.6362 0.1 0.3 0.4
O 0.1797 -2.9425 0.3459 0.3 0.2 -0.2
H 0.8704 -2.3892 -0.0930 -0.4 -0.3 0.3
H 0.6584 -3.6301 0.8194 -0.1 0.0 -0.1
O 0.2024 0.0580 2.7869 0.2 0.0 -0.6
H -0.2368 0.8055 3.2114 0.1 -0.4 0.3
H 0.3030 -0.6931 3.3769 -0.3 0.3 0.3
```
Positions in Å, forces in eV/Å.

Its spin multiplicity is 1. The value obtained for the energy above the lowest of the compared OMol25 structures with the same formula, charge and spin is 62.21 kJ/mol. The HOMO-LUMO gap is 9.78 eV. Its largest force on an atom is 1.3 eV/Å. The total energy comes out at -17626.0766 eV. The LUMO energy comes out at 0.010 hartree. As for the charge: 0. Its structure (SMILES) is NC(=O)[C@H](N)CCO.O.O.O. For the HOMO energy, the calculation gives -9.50 eV.

For each atom in turn, the natural (NBO) charge in e is: atom 1 (N): -0.83, atom 2 (C): 0.67, atom 3 (O): -0.63, atom 4 (C): -0.16, atom 5 (N): -0.87, atom 6 (C): -0.45, atom 7 (C): -0.07, atom 8 (O): -0.75, atom 9 (H): 0.43, atom 10 (H): 0.40, atom 11 (H): 0.20, atom 12 (H): 0.40, atom 13 (H): 0.36, atom 14 (H): 0.23, atom 15 (H): 0.23, atom 16 (H): 0.19, atom 17 (H): 0.19, atom 18 (H): 0.49, atom 19 (O): -0.97, atom 20 (H): 0.49, atom 21 (H): 0.47, atom 22 (O): -0.99, atom 23 (H): 0.50, atom 24 (H): 0.48, atom 25 (O): -0.97, atom 26 (H): 0.50, atom 27 (H): 0.49


# C4H10O3

2 unconnected molecules or ions with the total composition C4H10O3 (the ωB97M-V functional and the def2-TZVPD basis, the OMol25 dataset).

Geometry as XYZ:
```
17
Properties=species:S:1:pos:R:3:forces:R:3
C 0.0403 -0.5198 0.3619 0.4 0.2 -0.1
C -1.4189 -0.6396 -0.0420 -0.2 0.4 0.0
C -1.9624 -2.0828 -0.1443 0.2 -0.2 0.1
O -3.2777 -2.1933 -0.4044 0.1 -0.1 0.1
C 0.6863 0.8292 0.0343 0.3 -0.4 0.2
O 2.0558 0.8250 0.3487 0.0 0.4 -0.1
H 0.6276 -1.2849 -0.1475 0.1 -0.2 -0.1
H 0.1790 -0.7050 1.4353 -0.1 0.0 -0.1
H -2.0468 -0.0907 0.6670 -0.1 0.0 0.1
H -1.5903 -0.1329 -1.0060 0.1 -0.2 0.0
H -1.2890 -2.5732 -0.9096 -0.1 0.0 -0.1
H -1.6086 -2.5895 0.8150 -0.2 0.1 -0.1
H 0.5415 1.0360 -1.0424 -0.2 0.1 0.1
H 0.1719 1.5941 0.6216 -0.2 0.4 -0.1
H 2.4434 1.8064 0.2153 0.1 -0.4 0.3
H 2.8626 3.1778 -0.9117 0.1 0.2 0.0
O 3.0678 3.1800 0.0306 -0.2 -0.2 -0.1
```
Positions in Å, forces in eV/Å.

Its spin multiplicity is 1. The value obtained for the energy above the lowest of the compared OMol25 structures with the same formula, charge and spin is 0.00 kJ/mol. The HOMO-LUMO gap is 6.92 eV. Its largest force on an atom is 0.6 eV/Å. The total energy comes out at -10450.0343 eV. The LUMO energy comes out at 0.259 hartree. As for the charge: -2. For the HOMO energy, the calculation gives 0.14 eV.

For each atom in turn, the natural (NBO) charge in e is: atom 1 (C): -0.41, atom 2 (C): -0.43, atom 3 (C): 0.01, atom 4 (O): -0.98, atom 5 (C): -0.03, atom 6 (O): -0.83, atom 7 (H): 0.18, atom 8 (H): 0.18, atom 9 (H): 0.17, atom 10 (H): 0.17, atom 11 (H): 0.05, atom 12 (H): 0.04, atom 13 (H): 0.12, atom 14 (H): 0.13, atom 15 (H): 0.51, atom 16 (H): 0.40, atom 17 (O): -1.27


# C6H9N

C6H9N in the gas phase (the ωB97M-V functional and the def2-TZVPD basis, the OMol25 dataset).

Geometry as XYZ:
```
16
Properties=species:S:1:pos:R:3:forces:R:3
C -1.0672 1.3650 0.2698 0.0 0.0 0.0
C 0.0690 0.4738 -0.2271 0.0 0.1 0.0
C 0.9433 1.2136 -1.1436 0.6 0.5 -0.5
N 1.6545 1.7833 -1.8574 -0.7 -0.5 0.6
C 0.8564 -0.2743 0.8931 0.1 0.0 0.1
C 0.3043 -1.6249 0.3839 0.0 -0.2 0.1
C -0.3994 -0.9044 -0.7868 -0.1 -0.1 -0.2
H -1.6856 1.7065 -0.5665 0.1 0.0 0.1
H -0.6810 2.2431 0.7969 0.0 -0.1 -0.1
H -1.7034 0.7984 0.9589 0.1 0.1 -0.1
H 0.5578 0.0160 1.9051 0.0 0.0 -0.2
H 1.9408 -0.1750 0.8090 -0.2 0.0 0.0
H 1.0690 -2.3447 0.0827 -0.1 0.1 0.0
H -0.3747 -2.1262 1.0765 0.1 0.1 -0.1
H 0.0045 -1.1426 -1.7727 0.0 0.0 0.1
H -1.4883 -1.0075 -0.8219 0.2 0.0 0.0
```
Positions in Å, forces in eV/Å.

Its spin multiplicity is 1. The value obtained for the energy above the lowest of the compared OMol25 structures with the same formula, charge and spin is 95.13 kJ/mol. The HOMO-LUMO gap is 11.89 eV. Its largest force on an atom is 1.1 eV/Å. The total energy comes out at -7857.1736 eV. The LUMO energy comes out at 0.031 hartree. As for the charge: 0. Its structure (SMILES) is CC1(C#N)CCC1. For the HOMO energy, the calculation gives -11.06 eV.

For each atom in turn, the natural (NBO) charge in e is: atom 1 (C): -0.58, atom 2 (C): -0.16, atom 3 (C): 0.30, atom 4 (N): -0.33, atom 5 (C): -0.38, atom 6 (C): -0.41, atom 7 (C): -0.38, atom 8 (H): 0.22, atom 9 (H): 0.22, atom 10 (H): 0.21, atom 11 (H): 0.21, atom 12 (H): 0.22, atom 13 (H): 0.21, atom 14 (H): 0.21, atom 15 (H): 0.22, atom 16 (H): 0.21